(1)
Here is a structure of composition C35H39F4GeN4O2S2SeSn from the OMol25 dataset. Energies are from the ωB97M-V functional and the def2-TZVPD basis.

Last column: Mulliken charge in e.
Geometry (Å):
Sn1 0.0673 0.9349 -0.0594  0.99
C1 -0.6289 3.5611 -2.0343  -0.90
N1 -0.2304 3.1749 -0.6563  0.96
C2 -1.1110 3.7893 0.3461  -1.31
C3 1.1187 3.7581 -0.4600  -1.03
C4 1.7259 3.2045 0.8041  -0.74
N2 1.7263 1.7687 0.8346  0.91
C5 2.6277 1.2133 1.7985  -0.56
C6 2.3818 1.2882 3.1730  0.38
F1 1.1968 1.7120 3.6013  -0.39
C7 3.3074 0.8213 4.0956  0.28
F2 3.0164 0.8989 5.3709  -0.31
C8 4.5367 0.2945 3.7255  -0.56
C9 4.7872 0.1053 2.3774  0.26
F3 5.8353 -0.5575 1.9354  -0.27
C10 3.8625 0.6142 1.4463  0.00
F4 4.1939 0.5403 0.1716  -0.40
H1 -0.1539 4.5356 -2.3190  0.28
H2 -0.2844 2.7973 -2.7462  0.33
H3 -1.6999 3.6421 -2.0712  0.24
H4 -1.0795 4.8776 0.3086  0.43
H5 -2.1641 3.5533 0.1977  0.33
H6 -0.7965 3.4903 1.3370  0.42
H7 1.6603 3.4489 -1.3233  0.40
H8 1.0359 4.8805 -0.3996  0.43
H9 2.7535 3.6000 0.8429  0.49
H10 1.2776 3.6412 1.7194  0.42
H11 5.1996 -0.0708 4.4448  0.57
O1 2.8492 2.9748 -3.8568  -0.68
S1 2.7669 1.5360 -3.7516  1.15
O2 3.9284 0.7207 -3.5474  -0.66
N3 1.6411 1.1328 -2.5776  -0.27
C11 0.6715 0.5240 -3.1638  1.12
S2 -0.7691 0.0825 -2.2800  -0.63
C12 0.7023 0.3550 -4.6252  0.11
C13 -0.2128 -0.1875 -5.5348  -0.72
C14 0.0500 -0.0232 -6.8899  -0.83
C15 1.2214 0.6259 -7.3146  -0.47
C16 2.1433 1.1305 -6.4424  -0.89
C17 1.8550 0.9367 -5.0969  0.42
H12 -1.1490 -0.6770 -5.2341  0.45
H13 -0.5481 -0.4671 -7.6499  0.45
H14 1.4838 0.8140 -8.3514  0.40
H15 2.9891 1.6877 -6.7536  0.54
N4 -1.7568 0.7548 0.7980  -0.57
C18 -2.3522 0.2938 1.8278  0.49
C19 -3.7592 0.6769 2.0764  -0.04
C20 -4.1734 1.9954 1.9771  -0.22
C21 -5.5015 2.3233 2.3121  -0.72
C22 -6.3893 1.3865 2.7922  -0.57
C23 -5.9951 0.0584 2.8040  -0.61
C24 -4.6835 -0.3143 2.3994  -0.14
C25 -1.7586 -0.5553 2.9212  -0.58
C26 -2.0736 -0.2660 4.2595  -0.71
C27 -1.3027 -0.7671 5.2873  -0.55
C28 -0.3791 -1.7724 5.0781  -0.96
C29 -0.1565 -2.1332 3.7652  -0.39
C30 -0.7989 -1.5217 2.7190  2.13
H16 -3.4444 2.7510 1.7270  0.33
H17 -5.7556 3.3695 2.2552  0.40
H18 -7.3091 1.6598 3.2688  0.43
H19 -6.6957 -0.6876 3.1985  0.36
H20 -4.2986 -1.3360 2.3509  0.47
H21 -2.7919 0.5349 4.4170  0.45
H22 -1.4841 -0.3380 6.2767  0.40
H23 0.1804 -2.1950 5.9160  0.42
H24 0.5559 -2.9365 3.6173  0.34
H25 -0.5723 -1.8400 1.7127  -0.70
C31 -1.0594 -5.6417 -0.2516  -1.24
Ge1 -0.2445 -4.0567 -1.0372  0.69
C32 0.7994 -4.1722 -2.6077  -1.21
C33 -1.6412 -2.7558 -1.0830  -0.93
C34 0.9528 -3.5702 0.4623  -1.09
Se1 1.7020 -1.7528 0.5383  0.10
C35 2.9432 -1.9538 -0.9221  -0.33
H26 -2.0139 -5.8551 -0.7766  0.40
H27 -1.2384 -5.4299 0.8064  0.38
H28 -0.3450 -6.5126 -0.3744  0.34
H29 0.4249 -4.8854 -3.3464  0.40
H30 1.8024 -4.5540 -2.3274  0.39
H31 0.9048 -3.1832 -3.0458  0.29
H32 -1.6595 -2.3728 -2.1037  0.35
H33 -1.6561 -1.9353 -0.3643  0.01
H34 -2.5771 -3.2766 -1.0012  0.47
H35 1.8549 -4.2088 0.4937  0.63
H36 0.4741 -3.7144 1.4087  0.38
H37 2.5453 -2.7227 -1.5366  0.10
H38 3.9299 -2.2560 -0.5984  0.39
H39 3.0119 -1.0150 -1.4819  -0.13

Energy above the lowest of the compared OMol25 structures with the same formula, charge and spin in kcal/mol: 0.0
Total charge: +1
Gap between HOMO and LUMO in Ha: 0.2704
Electronic energy in a.u.: -7614.7999
F_max in Eh/bohr: 0.0408

(2)
Here is a structure of composition C35H40BN7O3RhS4Si from the OMol25 dataset. Energies are from the ωB97M-V functional and the def2-TZVPD basis.

Last column: Löwdin spin population.
Geometry (Å):
Rh1 0.8413 -0.2054 -0.0693  2.19
C1 -0.1161 -3.3252 -6.4152  0.00
Si1 0.5595 -2.0197 -5.2442  0.00
C2 2.4296 -2.0560 -5.3193  0.00
C3 -0.1344 -0.3604 -5.7642  0.00
C4 -0.0337 -2.4680 -3.5086  0.01
C5 -0.7810 -3.6106 -3.2576  0.00
C6 -1.2090 -3.9320 -1.9742  0.01
C7 -0.9009 -3.0583 -0.9531  0.01
N1 -0.2104 -1.9397 -1.1575  0.08
C8 0.2519 -1.6571 -2.3933  0.03
S1 1.2207 -0.2000 -2.4133  0.18
H1 0.1090 -3.0366 -7.4445  0.00
H2 -1.2006 -3.4240 -6.3370  0.00
H3 0.3320 -4.3052 -6.2398  0.00
H4 2.7826 -1.9104 -6.3427  0.00
H5 2.8060 -3.0180 -4.9654  0.00
H6 2.8554 -1.2747 -4.6899  0.00
H7 0.1818 -0.1244 -6.7834  0.00
H8 0.2080 0.4446 -5.1129  0.00
H9 -1.2269 -0.3763 -5.7552  0.00
H10 -1.0350 -4.2729 -4.0772  0.00
H11 -1.7804 -4.8278 -1.7767  0.00
H12 -1.2190 -3.2440 0.0661  0.00
C9 -2.0762 -2.2577 3.1783  0.00
N2 -1.4842 -1.0025 3.6058  0.01
C10 -2.1912 0.0525 4.1386  0.01
C11 -1.3247 1.0814 4.2398  0.00
N3 -0.0959 0.6637 3.7845  0.01
B1 1.0702 1.6733 3.5795  0.00
N4 0.6469 2.6754 2.4261  0.02
C12 1.1513 3.9564 2.4096  0.01
C13 0.7117 4.5759 1.2908  0.01
N5 -0.0631 3.6660 0.6155  0.01
C14 -0.7592 3.8986 -0.6451  0.00
C15 -0.0878 2.5120 1.3109  0.02
S2 -0.9676 1.1198 0.7712  0.17
C16 -0.2112 -0.6041 3.3879  0.01
S3 0.9511 -1.7759 2.7976  0.05
H13 -3.0645 -2.3358 3.6245  0.00
H14 -1.4727 -3.1024 3.4976  0.00
H15 -2.1692 -2.2690 2.0925  0.00
H16 -3.2330 -0.0315 4.3875  0.00
H17 -1.4699 2.0869 4.5899  0.00
H18 1.1675 2.3379 4.5823  0.00
H19 2.0821 1.0957 3.2955  0.00
H20 1.7731 4.3156 3.2088  0.00
H21 0.8572 5.5753 0.9232  0.00
H22 -0.5009 4.8894 -1.0082  0.00
H23 -1.8365 3.8465 -0.5027  0.00
H24 -0.4647 3.1408 -1.3715  0.00
N6 1.8443 -1.0066 1.5934  0.28
C17 3.2162 -0.9281 1.7306  0.34
C18 3.9527 -1.9997 2.3898  0.03
C19 5.1023 -1.7383 3.1501  0.05
C20 5.7799 -2.7589 3.7920  0.00
C21 5.3341 -4.0726 3.6954  0.06
C22 4.2001 -4.3501 2.9434  0.00
C23 3.5182 -3.3305 2.3009  0.05
C24 3.8900 0.1226 1.0011  0.04
C25 5.2077 -0.0264 0.5271  0.07
C26 5.7991 0.9521 -0.2495  0.00
C27 5.1059 2.1102 -0.5901  0.09
C28 3.8066 2.2787 -0.1305  0.00
C29 3.2107 1.3062 0.6530  0.09
H25 5.4423 -0.7150 3.2483  0.00
H26 6.6578 -2.5278 4.3828  0.00
H27 5.8652 -4.8694 4.1997  0.00
H28 3.8493 -5.3703 2.8470  0.00
H29 2.6536 -3.5619 1.6898  0.00
H30 5.7528 -0.9357 0.7432  0.00
H31 6.8088 0.8025 -0.6118  0.00
H32 5.5725 2.8675 -1.2064  0.01
H33 3.2540 3.1792 -0.3694  0.00
H34 2.2265 1.4819 1.0647  0.01
N7 -2.3029 0.4293 -2.6943  0.00
C30 -2.9176 1.7143 -2.5988  0.00
C31 -3.7798 1.9635 -1.5318  0.00
C32 -4.2868 3.2344 -1.3191  0.00
C33 -3.9555 4.2730 -2.1815  0.00
C34 -3.1679 4.0115 -3.2896  0.00
C35 -2.6512 2.7377 -3.4992  0.00
S4 -4.4738 5.9498 -1.7939  0.00
O1 -3.4235 6.7817 -2.3667  0.00
O2 -4.5150 5.9645 -0.3354  0.00
O3 -5.7740 6.0945 -2.4323  0.00
H35 -1.5926 0.4436 -3.4193  0.00
H36 -1.7882 0.3013 -1.8243  0.00
H37 -4.0016 1.1589 -0.8387  0.00
H38 -4.9041 3.4524 -0.4578  0.00
H39 -2.9115 4.8283 -3.9519  0.00
H40 -1.9838 2.5544 -4.3358  0.00

Energy above the lowest of the compared OMol25 structures with the same formula, charge and spin in kcal/mol: 16.1
Spin multiplicity: 5
Total charge: -1
Gap between HOMO and LUMO (spin up / spin down) in Ha: 0.2095 / 0.2343
Electronic energy in a.u.: -3984.5509
Expectation value of S²: 6.034
F_max in Eh/bohr: 0.0082

(3)
Here is an isolated molecule of C35H40BrF3N2O5 from the OMol25 dataset. Energies are from the ωB97M-V functional and the def2-TZVPD basis.

Last column: Mulliken charge in e.
Geometry (Å):
N1 5.0294 1.8021 5.4789  -0.60
C1 4.2424 1.3846 4.3396  0.78
C2 2.7815 1.5284 4.4441  -0.82
C3 1.9667 1.1011 3.2708  0.58
C4 0.4156 1.2734 3.4250  -1.08
C5 -0.1227 2.7120 3.0324  -0.77
C6 0.6308 3.4085 1.8165  0.02
C7 -0.3074 4.3812 0.9738  -0.92
C8 -0.2462 4.1592 -0.5823  -0.95
C9 -0.6642 2.7036 -1.0629  0.46
C10 -1.6868 2.6657 -2.2747  -0.97
C11 -3.0778 2.1197 -1.7025  -0.75
C12 -3.2556 0.5563 -1.8697  -0.21
C13 -3.9363 -0.1400 -0.6052  -0.83
C14 -5.3685 0.4510 -0.2601  -0.26
C15 -6.5772 -0.3437 -0.8933  -0.62
N2 -7.6334 -0.7294 0.0623  0.25
C16 -7.9183 -0.3115 1.3615  -0.19
C17 -9.1174 -0.9865 1.8833  -0.57
C18 -9.5958 -1.9022 0.7729  -0.51
C19 -8.6282 -1.6578 -0.3058  -0.34
C20 2.6162 0.5804 2.0392  0.18
C21 4.1103 0.4687 1.9044  0.04
C22 4.8879 0.8674 3.0965  -0.36
Br1 6.8455 0.7503 3.1723  -0.14
C23 4.7994 -0.0375 0.5841  0.46
O1 5.9351 0.2465 0.2753  -0.52
C24 3.9413 -0.9010 -0.3721  0.52
C25 4.4524 -1.8230 -1.3938  0.82
C26 5.9843 -2.0522 -1.5795  -1.15
O2 6.6104 -1.0093 -2.3578  -0.29
C27 7.9545 -1.2192 -2.5142  0.87
F1 8.3877 -0.3003 -3.4441  -0.26
F2 8.2913 -2.4823 -2.9496  -0.26
F3 8.6593 -1.0218 -1.3370  -0.25
C28 3.5600 -2.5858 -2.3032  -0.39
C29 2.0986 -2.4410 -2.2103  0.63
C30 1.0455 -3.1430 -3.1238  -0.91
C31 0.9838 -4.7116 -2.9807  -0.53
O3 2.2897 -5.3311 -2.9059  -0.26
C32 2.2456 -6.1762 -1.7659  0.17
O4 3.0480 -5.9966 -0.8990  -0.43
C33 1.5780 -1.5452 -1.1505  -1.01
C34 2.4662 -0.7860 -0.2440  -0.11
C35 1.7677 0.1259 0.8347  0.06
O5 0.5884 0.3711 0.6501  -0.56
H1 5.5153 1.0084 5.8985  0.24
H2 4.4370 2.2928 6.1476  0.24
H3 2.2819 1.9404 5.3625  0.21
H4 -0.1535 0.4460 2.9170  0.25
H5 0.1999 1.1449 4.5315  0.54
H6 0.0313 3.3806 3.9352  0.32
H7 -1.2368 2.7354 2.8331  0.41
H8 1.4191 4.0751 2.2864  0.53
H9 1.1886 2.6990 1.1549  -0.18
H10 0.0317 5.4458 1.1634  0.30
H11 -1.3668 4.3064 1.3400  0.32
H12 0.7873 4.3560 -0.9995  0.30
H13 -0.9256 4.8943 -1.1037  0.44
H14 0.2849 2.1555 -1.3305  0.11
H15 -1.0844 2.1446 -0.1712  -0.06
H16 -1.3182 1.8494 -2.9697  0.30
H17 -1.7863 3.6398 -2.8177  0.47
H18 -3.9073 2.6066 -2.2995  0.39
H19 -3.1795 2.3403 -0.5963  0.40
H20 -2.3049 -0.0020 -2.0888  0.00
H21 -3.9639 0.3392 -2.7303  0.31
H22 -3.2865 -0.0413 0.3131  0.16
H23 -4.0895 -1.2480 -0.7942  0.38
H24 -5.4495 1.5209 -0.6062  0.29
H25 -5.4292 0.4999 0.8687  0.29
H26 -6.2626 -1.2756 -1.4384  0.39
H27 -7.0719 0.3335 -1.6571  0.21
H28 -7.3060 0.4266 1.9226  0.28
H29 -9.6099 -0.8574 2.8738  0.34
H30 -10.4611 -2.5978 0.7445  0.35
H31 -8.6140 -2.1102 -1.3274  0.30
H32 6.1008 -3.0676 -2.0675  0.50
H33 6.4469 -2.1639 -0.5556  0.34
H34 3.9556 -3.2871 -3.0840  0.34
H35 1.3346 -2.9116 -4.1937  0.38
H36 0.0416 -2.6447 -2.9751  0.20
H37 0.4790 -5.1040 -3.9155  0.26
H38 0.2970 -4.9689 -2.1254  0.42
H39 1.4186 -6.9385 -1.7566  0.38
H40 0.4790 -1.3860 -1.0182  0.29

Total charge: 0
Gap between HOMO and LUMO in Ha: 0.2487
Electronic energy in a.u.: -4716.8210
SMILES: Nc1cc(CCCCCCCCCCCCn2cccc2)c2c(c1Br)C(=O)c1c(COC(F)(F)F)cc(CCOC=O)cc1C2=O
F_max in Eh/bohr: 0.0845

(4)
Here is a structure of composition C35H40CdN4O6STe from the OMol25 dataset. Energies are from the ωB97M-V functional and the def2-TZVPD basis.

Last column: Löwdin spin population.
Geometry (Å):
Cd1 -1.6077 -2.1563 0.0908  0.01
O1 -0.5451 -3.5759 1.7250  0.00
C1 0.1244 -4.6903 1.1556  0.00
C2 0.0415 -4.6909 -0.3650  0.00
N1 0.3378 -3.3754 -0.9395  0.00
C3 1.7413 -2.9608 -0.7478  0.00
C4 2.0872 -2.0023 0.4184  0.00
O2 2.9876 -1.1845 0.1554  0.01
O3 1.4926 -2.1098 1.5256  0.00
C5 0.0019 -3.3772 -2.3688  0.00
C6 -1.5017 -3.5057 -2.6869  0.00
O4 -1.7914 -3.9482 -3.7930  0.00
O5 -2.3143 -3.1042 -1.7862  0.00
H1 0.2085 -2.8892 1.7756  0.00
H2 -0.3288 -5.6088 1.5358  0.00
H3 1.1698 -4.6691 1.4768  0.00
H4 -0.9711 -4.9594 -0.6734  0.00
H5 0.7287 -5.4556 -0.7630  0.00
H6 2.0714 -2.4488 -1.6490  0.00
H7 2.3859 -3.8458 -0.6392  0.00
H8 0.5361 -4.1693 -2.9078  0.00
H9 0.3183 -2.4194 -2.7894  0.00
C7 -1.4671 -1.6904 5.1507  0.00
C8 -2.7186 -2.2695 4.5833  0.00
C9 -3.7062 -2.8747 5.3157  0.00
C10 -4.8315 -3.3428 4.6193  0.00
N2 -4.9496 -3.2686 3.3083  0.00
C11 -3.9460 -2.7170 2.5937  0.00
S1 -4.0060 -2.7110 0.9003  0.01
N3 -2.8776 -2.1888 3.2528  0.00
C12 -5.9634 -3.9945 5.3562  0.00
H10 -1.4451 -1.8180 6.2307  0.00
H11 -1.3866 -0.6357 4.8876  0.00
H12 -0.6000 -2.1762 4.7005  0.00
H13 -3.6246 -2.9647 6.3886  0.00
H14 -2.1570 -1.6417 2.7172  0.00
H15 -6.0346 -3.6345 6.3819  0.00
H16 -5.7987 -5.0737 5.3844  0.00
H17 -6.8970 -3.8142 4.8283  0.00
C13 5.3664 4.7563 -3.0796  0.00
C14 4.2571 3.8160 -2.6903  0.01
C15 3.1283 4.2708 -2.0284  0.00
C16 2.0886 3.4137 -1.6651  0.02
C17 0.9117 3.9939 -0.9284  0.01
C18 2.1855 2.0618 -1.9993  0.14
Te1 0.6701 0.5762 -1.4263  0.33
N4 -0.6780 -0.1775 0.1706  0.28
C19 -0.5446 0.1587 1.4281  0.02
O6 -1.1095 -0.4700 2.3768  0.02
C20 0.2503 1.3681 1.8415  0.01
C21 -0.4279 2.4783 2.3348  0.00
C22 0.2725 3.6128 2.7209  0.00
C23 1.6573 3.6368 2.6252  0.00
C24 2.3351 2.5218 2.1494  0.00
C25 1.6397 1.3848 1.7589  0.01
C26 -0.9139 1.7456 -2.2128  0.01
C27 -1.9547 2.1335 -1.3772  0.00
C28 -2.9865 2.9275 -1.8512  0.00
C29 -2.9837 3.3349 -3.1765  0.00
C30 -1.9588 2.9292 -4.0155  0.00
C31 -0.9123 2.1284 -3.5598  0.01
C32 0.1586 1.7107 -4.5311  0.01
C33 3.3370 1.5691 -2.6327  0.03
C34 3.5131 0.1042 -2.9398  0.00
C35 4.3475 2.4587 -2.9771  0.00
H18 5.1826 5.7604 -2.6970  0.00
H19 5.4614 4.8230 -4.1657  0.00
H20 6.3270 4.4154 -2.6891  0.00
H21 3.0508 5.3228 -1.7706  0.00
H22 1.1896 4.9383 -0.4593  0.00
H23 0.5592 3.3220 -0.1450  0.00
H24 0.0722 4.1813 -1.6018  0.00
H25 -1.5088 2.4492 2.4123  0.00
H26 -0.2637 4.4785 3.0910  0.00
H27 2.2068 4.5227 2.9199  0.00
H28 3.4156 2.5332 2.0752  0.00
H29 2.1729 0.5099 1.3990  0.00
H30 -1.9540 1.8028 -0.3476  0.00
H31 -3.7896 3.2207 -1.1868  0.00
H32 -3.7852 3.9529 -3.5621  0.00
H33 -1.9695 3.2269 -5.0581  0.00
H34 -0.1870 1.8455 -5.5560  0.00
H35 0.4246 0.6596 -4.3975  0.01
H36 1.0713 2.2941 -4.3950  0.00
H37 3.4851 -0.4902 -2.0215  0.00
H38 4.4705 -0.0678 -3.4323  0.00
H39 2.7223 -0.2597 -3.6017  0.00
H40 5.2343 2.0771 -3.4746  0.00

Energy above the lowest of the compared OMol25 structures with the same formula, charge and spin in kcal/mol: 0.0
Spin multiplicity: 2
Total charge: -1
Gap between HOMO and LUMO (spin up / spin down) in Ha: 0.2429 / 0.2810
Electronic energy in a.u.: -2862.2762
Expectation value of S²: 0.758
F_max in Eh/bohr: 0.0067

Q: What is the total charge in the fourth record?
A: -1

Q: Which of these has the highest total charge?
A: C35H39F4GeN4O2S2SeSn